# 1
Density functional theory data (wB97M-V/def2-TZVPD) for a 2-piece molecular cluster, C9H29N3O4PSSi2 overall.

Each line ends with the natural charge from an NBO analysis.
Positions of all 49 atoms, in Å:
N: -0.525945 -0.755309 -1.980313  -1.28
P: -1.227068 -1.104251 -3.292503  1.63
O: -1.432875 -2.707733 -3.684190  -0.99
S: -2.834157 -3.417529 -4.033560  1.79
O: -3.511717 -2.693046 -5.086218  -0.95
O: -3.511320 -2.965614 -2.627235  -0.72
C: -4.936508 -2.968216 -2.507702  -0.10
C: -5.450212 -1.570254 -2.128926  0.07
O: -4.483249 -0.846596 -1.401153  -0.72
C: -5.791523 -0.765174 -3.382946  -0.24
N: -5.840833 0.661207 -3.093548  -0.84
H: -0.213254 -1.519905 -1.398164  0.41
H: -0.599872 -0.691977 -4.476833  -0.11
H: -2.515565 -0.586532 -3.465154  -0.09
H: -5.394209 -3.272300 -3.451145  0.19
H: -5.190966 -3.704880 -1.748565  0.19
H: -6.346601 -1.727482 -1.523592  0.16
H: -4.525563 -1.056538 -0.456300  0.49
H: -6.786474 -1.068258 -3.711683  0.19
H: -5.095300 -1.044714 -4.179881  0.19
H: -4.994665 0.939438 -2.611098  0.38
H: -5.880588 1.188017 -3.956696  0.35
C: 4.990848 3.705739 3.447328  -1.12
Si: 4.322230 1.967408 3.070486  1.84
C: 4.127033 1.148386 4.784596  -1.13
C: 5.793683 1.051465 2.269914  -1.13
N: 2.948337 2.054977 2.157113  -1.75
Si: 1.966640 0.865023 1.552423  1.84
C: 1.148435 -0.251931 2.869065  -1.13
C: 2.809951 -0.344013 0.340395  -1.13
C: 0.521264 1.612920 0.585247  -1.12
H: 5.904906 3.684473 4.051696  0.20
H: 5.210194 4.229140 2.513082  0.22
H: 4.236938 4.283611 3.988135  0.22
H: 5.010722 1.296638 5.416500  0.20
H: 3.963852 0.070310 4.694494  0.21
H: 3.264000 1.577966 5.299734  0.22
H: 5.948078 1.422933 1.253648  0.22
H: 5.608378 -0.025230 2.211114  0.21
H: 6.724391 1.196031 2.831271  0.20
H: 1.880895 -0.903354 3.355049  0.21
H: 0.371266 -0.893947 2.436199  0.20
H: 0.685168 0.370188 3.639021  0.22
H: 3.354666 0.221521 -0.419403  0.22
H: 2.082792 -0.983739 -0.173562  0.20
H: 3.522221 -0.996440 0.854671  0.21
H: 0.894222 2.217800 -0.244704  0.22
H: -0.068612 2.257954 1.242528  0.21
H: -0.134032 0.841814 0.171367  0.22

Forces on atoms 1 to 3 (eV/Å):
N -0.2 -0.5 -0.3
P 0.1 0.4 0.2
O -0.1 -0.1 -0.2

As for the total energy: -2144.1557 Ha. The value obtained for the gap between HOMO and LUMO is 5.45 eV. The HOMO energy comes out at -3.5 eV. Its charge is -1.

=====

# 2
Density functional theory data (wB97M-V/def2-TZVPD) for a 6-piece molecular cluster, C9H30O6 overall at a distorted geometry.

Each line ends with the natural charge from an NBO analysis.
Positions of all 45 atoms, in Å:
C: -3.764169 1.662785 -0.386879  -0.62
C: -3.735213 0.184587 -0.600179  0.10
C: -3.402880 -0.227793 -2.057493  -0.64
O: -2.755836 -0.275460 0.366343  -0.76
H: -4.244428 1.858906 0.594364  0.22
H: -4.272409 2.122639 -1.222211  0.21
H: -2.754743 2.067540 -0.380705  0.21
H: -4.737333 -0.179216 -0.347809  0.16
H: -4.253437 -0.186351 -2.737757  0.22
H: -3.023381 -1.274282 -2.023651  0.20
H: -2.577204 0.378322 -2.446846  0.22
H: -2.905125 -1.224162 0.444448  0.48
C: 2.098211 3.180995 -1.632685  -0.64
C: 1.115441 3.821913 -0.678298  0.09
C: -0.222680 3.909585 -1.329296  -0.63
O: 1.178297 3.035246 0.562887  -0.73
H: 1.656512 2.227030 -1.973645  0.21
H: 2.983878 2.992631 -1.035972  0.22
H: 2.276589 3.780186 -2.538649  0.20
H: 1.457032 4.835350 -0.428014  0.17
H: -0.079452 4.265898 -2.352330  0.21
H: -0.881092 4.600178 -0.793185  0.21
H: -0.698480 2.909759 -1.398593  0.20
H: 1.009967 2.137816 0.277125  0.47
C: 3.420815 -2.318105 0.857391  -0.63
C: 2.590099 -3.318510 1.575073  0.10
C: 3.228136 -3.787710 2.860325  -0.62
O: 1.272525 -2.709711 1.846316  -0.75
H: 4.305882 -2.735503 0.395349  0.21
H: 3.774247 -1.643388 1.661420  0.21
H: 2.857955 -1.661124 0.193871  0.21
H: 2.425866 -4.181180 0.918938  0.15
H: 2.682380 -4.584978 3.362809  0.22
H: 3.265686 -2.939670 3.571945  0.22
H: 4.227678 -4.088851 2.572450  0.21
H: 0.923285 -2.530877 0.964112  0.47
O: -1.493181 -0.175302 3.009012  -0.95
H: -1.145844 -1.074182 3.043618  0.47
H: -1.970509 -0.112016 2.169780  0.48
O: 0.383352 -2.922463 -1.058970  -0.96
H: 0.164291 -3.877029 -1.074460  0.48
H: -0.110090 -2.515709 -1.763574  0.49
O: 0.025991 0.391039 -0.659823  -0.97
H: -0.734121 0.561377 -0.061840  0.49
H: 0.437494 -0.380212 -0.264728  0.48

Forces on atoms 1 to 3 (eV/Å):
C -0.2 0.3 0.4
C 0.0 0.2 -0.4
C 0.9 -0.7 1.0

As for the total energy: -812.3177 Ha. The value obtained for the gap between HOMO and LUMO is 9.79 eV. The HOMO energy comes out at -9.7 eV. Its charge is 0. The energy relative to the best compared isomer or geometry (same formula, charge and spin) comes out at 15.0 kcal per mole.

=====

# 3
Density functional theory data (wB97M-V/def2-TZVPD) for C9H31F2N11O6Sr as an isolated structure at a distorted geometry.

Each line ends with the Löwdin charge.
Positions of all 60 atoms, in Å:
Sr: 11.316620 -0.942256 -25.424371  1.46
F: 13.485893 -0.544271 -24.197206  -0.71
F: 11.885656 1.581356 -25.708704  -0.78
C: 11.129462 -5.075560 -24.128869  -0.05
C: 10.737466 -4.035594 -23.067890  -0.41
C: 11.647435 -3.964960 -21.851312  -0.16
O: 10.990392 -3.383460 -20.710410  -0.20
C: 10.073668 -4.259136 -20.072969  -0.11
N: 10.433073 -2.747410 -23.738818  0.00
H: 10.476647 -5.033303 -25.000358  0.07
H: 11.241288 -6.049610 -23.653872  0.08
H: 12.090967 -4.766427 -24.549776  0.05
H: 9.803883 -4.501959 -22.716878  0.11
H: 12.434492 -3.231016 -22.013433  0.12
H: 11.963152 -4.986063 -21.623409  0.12
H: 10.612102 -4.995425 -19.476775  0.09
H: 9.314925 -4.605516 -20.780277  0.07
H: 9.464204 -3.597685 -19.451152  0.09
H: 10.061733 -2.140110 -23.005000  0.07
H: 9.592124 -3.039763 -24.236478  0.07
C: 9.250804 -3.526586 -27.610345  -0.66
O: 9.708821 -2.802685 -26.725515  -0.04
N: 7.967134 -3.944920 -27.601651  0.16
N: 9.864859 -3.618741 -28.821231  0.18
H: 7.467392 -3.908293 -26.728570  0.12
H: 7.525316 -4.471031 -28.333184  0.10
H: 9.654990 -4.341055 -29.491265  0.10
H: 10.786385 -3.247353 -28.990067  0.10
C: 13.216518 -3.524386 -27.131618  -0.64
O: 12.596762 -2.909301 -26.266507  -0.09
N: 13.381384 -4.868998 -27.096921  0.17
N: 13.646370 -2.903718 -28.262846  0.18
H: 13.803646 -5.346550 -27.869390  0.09
H: 13.153595 -5.349685 -26.246884  0.09
H: 14.161598 -3.477280 -28.901219  0.10
H: 13.397750 -1.926824 -28.305300  0.07
C: 8.102616 0.275868 -26.512644  -0.65
O: 8.866620 -0.152906 -25.653085  -0.06
N: 7.692373 1.554184 -26.553947  0.18
N: 7.670175 -0.490309 -27.568316  0.16
H: 6.989921 1.913330 -27.166666  0.10
H: 8.052802 2.077727 -25.767279  0.13
H: 6.849768 -0.149250 -28.032424  0.10
H: 7.895775 -1.467884 -27.461774  0.07
C: 11.165188 0.172796 -21.881004  -0.67
O: 10.541062 0.054269 -22.945957  -0.07
N: 12.294054 -0.478981 -21.593173  0.18
N: 10.695027 0.997439 -20.917408  0.15
H: 12.645920 -1.078444 -22.328556  0.06
H: 12.746843 -0.360922 -20.710669  0.10
H: 9.956911 1.635012 -21.153815  0.10
H: 11.175383 1.216047 -20.064507  0.09
C: 11.573605 -0.288446 -29.000940  -0.62
O: 11.793263 -0.642049 -27.848419  -0.10
N: 12.536984 -0.032963 -29.948774  0.17
N: 10.318225 -0.292823 -29.534124  0.17
H: 13.505101 -0.009103 -29.682263  0.11
H: 12.244697 0.169729 -30.880299  0.09
H: 9.635553 -0.453199 -28.805606  0.08
H: 10.177380 -0.048347 -30.489550  0.09

Forces on atoms 1 to 3 (eV/Å):
Sr 1.8 2.6 1.2
F -0.8 -1.1 0.1
F -0.8 -0.9 -0.4

As for the total energy: -1646.0029 Ha. The value obtained for the gap between HOMO and LUMO is 6.02 eV. The HOMO energy comes out at -6.2 eV. Its charge is 0. The energy relative to the best compared isomer or geometry (same formula, charge and spin) comes out at 92.8 kcal per mole.

=====

# 4
Density functional theory data (wB97M-V/def2-TZVPD) for C9H31N12O7Pd as an isolated structure at a distorted geometry.

Each line ends with the Mulliken spin population.
Positions of all 60 atoms, in Å:
Pd: -0.054011 -0.328122 -0.047253  1.73
C: -0.896511 2.755208 1.992227  0.11
C: -0.864621 2.892398 0.451797  -0.04
C: -0.457981 4.303368 0.080047  0.02
O: 0.058969 1.894628 0.014237  0.89
H: -1.648121 3.470128 2.326987  0.00
H: 0.084039 2.915198 2.440597  0.01
H: -1.303711 1.805958 2.340387  -0.01
H: -1.853991 2.661428 0.056967  0.01
H: -0.651141 4.577228 -0.957153  0.00
H: 0.581939 4.551688 0.292207  0.00
H: -0.979531 5.078028 0.642177  0.00
C: 2.656639 -1.127542 -2.675623  0.00
O: 2.077199 -0.633552 -1.723183  0.00
N: 3.187769 -2.272292 -2.460523  0.00
N: 2.795799 -0.715352 -3.878163  0.00
H: 3.010309 -2.734012 -1.579943  0.00
H: 3.666889 -2.713012 -3.232733  0.00
H: 2.323769 0.161268 -4.047913  0.00
H: 3.482149 -1.101252 -4.510703  0.00
C: 2.797789 0.589848 1.459317  0.00
O: 2.090819 -0.207662 0.833237  0.04
N: 3.912989 0.346088 2.018337  0.00
N: 2.502639 1.803118 1.648817  0.00
H: 4.278619 -0.591802 2.100647  0.00
H: 4.496229 1.121378 2.299147  0.00
H: 3.099999 2.429688 2.169077  0.00
H: 1.684989 2.137468 1.159167  0.01
C: 0.317559 -3.713972 -0.150833  0.01
O: 0.118639 -2.502192 -0.294943  0.03
N: -0.404211 -4.755912 -0.364263  0.00
N: 1.521599 -4.088082 0.320437  0.00
H: -1.401051 -4.685882 -0.510893  0.00
H: 0.040229 -5.660432 -0.297783  0.00
H: 1.616529 -5.071452 0.530357  0.00
H: 2.247109 -3.412612 0.514027  0.00
C: -0.307471 -0.586252 3.204237  0.00
O: -0.061631 -0.741542 2.063327  0.05
N: -1.476631 -0.835432 3.795737  0.00
N: 0.598259 -0.086212 4.072027  0.00
H: -2.211021 -1.185952 3.197467  0.00
H: -1.467421 -0.876252 4.804867  0.00
H: 0.359269 0.138248 5.027337  0.00
H: 1.551829 0.101138 3.796907  0.00
C: -1.317321 0.372928 -3.005513  0.00
O: -0.921751 -0.316792 -2.054563  0.05
N: -1.241711 -0.018382 -4.192243  0.00
N: -1.861211 1.471998 -2.997693  0.00
H: -0.797881 -0.891242 -4.439663  0.00
H: -1.361031 0.754498 -4.831403  0.00
H: -1.835331 1.908178 -3.908283  0.00
H: -1.913881 1.988078 -2.131093  0.00
C: -3.283951 -0.195242 -0.017753  0.01
O: -2.198691 -0.499032 0.467057  0.04
N: -4.231401 -1.031952 -0.351333  0.01
N: -3.695761 1.035488 -0.041253  0.00
H: -5.132781 -0.784302 -0.733803  0.00
H: -3.762101 -1.909762 -0.522513  0.00
H: -3.036191 1.681138 0.368877  0.00
H: -4.530501 1.327658 -0.529053  0.00

Forces on atoms 1 to 3 (eV/Å):
Pd 0.1 0.0 -0.1
C -0.7 -0.5 0.2
C 0.9 -0.3 0.0

As for the total energy: -1672.6793 Ha. The value obtained for the gap between HOMO and LUMO (spin up / spin down) is 9.91 / 6.14 eV. The HOMO energy (spin up / spin down) comes out at -14.2 / -14.1 eV. Its charge is +2. As for the multiplicity: 4.

=====

no.,molecular weight (g mol⁻¹)
1,362.6
2,234.3
3,515.0
4,525.8